Entry 1:
ORCA calculation (ωB97M-V/def2-TZVPD) on a 2-piece molecular cluster, C8H23NSi2 overall.

energy	-25911.5490	eV
F_max	4.4	eV/Å
orbital gap	7.683	eV
HOMO	-7.2559	eV

```
34
Properties=species:S:1:pos:R:3:forces:R:3
C -2.7455 -2.1787 0.5925 -0.792 -0.631 -0.460
C -2.6416 1.5091 -1.9835 -0.538 -0.030 -3.740
C 1.5019 -2.4472 -0.9092 0.124 -1.388 -1.172
C 3.0297 0.7679 2.3201 -0.796 0.478 -0.907
C -1.9426 -1.3637 -0.4562 0.843 -3.236 -0.112
C -2.9410 0.8168 -0.7051 0.337 0.350 1.452
C 2.6602 -1.4727 -0.9287 -0.870 0.196 4.338
C 3.2202 1.2215 0.8300 0.465 -2.250 -0.179
N -1.8357 0.0095 -0.1946 -0.505 1.063 0.213
Si -0.7600 0.5868 1.0235 2.221 -0.940 -1.438
Si 1.9851 0.2685 -0.4893 -0.272 1.112 1.954
H -3.8172 -1.9413 0.6769 0.194 -0.005 -0.362
H -2.6572 -3.3006 0.4549 -0.002 1.299 0.014
H -2.3371 -1.9181 1.5591 0.232 -0.125 0.352
H -1.8650 2.2854 -2.0822 0.103 -0.520 1.001
H -2.3605 0.7307 -2.7687 -0.208 0.830 0.901
H -3.5093 2.0457 -2.4776 0.424 -0.767 0.906
H 0.7948 -2.3076 -0.1071 0.408 -0.294 0.779
H 0.8466 -2.3346 -1.7758 0.200 -0.042 -0.355
H 1.9624 -3.4700 -0.9573 -0.970 0.577 0.262
H 2.7593 -0.2668 2.3834 -0.064 -0.845 -0.105
H 3.8855 0.8894 2.9934 -0.093 0.409 -0.356
H 2.1453 1.2853 2.6956 0.163 0.147 0.383
H -0.9756 -1.8463 -0.3228 0.473 0.436 0.093
H -2.0815 -1.7110 -1.5163 -0.764 0.944 0.621
H -3.2177 1.5204 0.0593 0.030 0.763 0.404
H -3.8149 0.1866 -0.6943 -0.463 -0.368 -0.804
H 3.1628 -1.5731 -1.8352 1.224 0.160 -1.349
H 3.2855 -1.8160 -0.0041 -0.446 0.803 -1.811
H 4.2703 0.9896 0.5942 -0.219 -0.170 -0.399
H 3.1912 2.2741 0.7688 -0.454 1.312 -0.183
H -1.2061 1.9830 1.2769 0.248 -0.207 0.227
H -0.5812 -0.3351 2.2354 -0.368 0.658 -0.495
H 1.7436 0.9058 -1.8256 0.134 0.282 0.327
```
Forces are in eV/Å.

***

Entry 2:
ORCA calculation (ωB97M-V/def2-TZVPD) on a 14-piece molecular cluster, C8H24B2O28 overall.

energy	-67381.9891	eV
F_max	5.2	eV/Å
orbital gap	8.848	eV
HOMO	-5.7362	eV
net charge	-2

```
62
Properties=species:S:1:pos:R:3:forces:R:3
O -0.5230 -7.6465 6.4708 0.976 -3.409 2.513
C -0.4719 -8.7352 7.0824 -0.617 2.633 -1.818
O 0.4948 -9.2997 7.8327 -0.626 1.317 -0.884
B 0.0876 -10.6505 8.1724 -0.351 -1.051 0.077
O -1.2523 -10.8670 7.6194 -0.232 1.047 -0.982
C -1.6501 -9.7320 7.0207 -2.345 -0.640 -0.730
O -2.7625 -9.5415 6.5229 2.733 -0.335 1.228
O -0.0675 -10.9224 9.6114 -0.020 0.911 0.249
C 0.7614 -11.8347 10.0190 0.172 -0.752 1.829
O 0.8333 -12.2621 11.1631 0.178 0.458 -1.706
C 1.5571 -12.2870 8.7864 3.244 -3.848 -0.760
O 1.1020 -11.6463 7.7033 0.331 -0.235 1.475
O 2.4470 -13.2032 8.8119 -3.482 3.891 -0.279
O -3.8928 -6.3021 1.1548 -1.474 1.208 -0.206
C -2.8304 -6.5416 0.7219 3.734 -0.548 1.178
O -1.6832 -5.7409 0.6970 -2.376 -0.651 -0.033
B -0.5279 -6.5726 0.4106 0.092 0.329 -0.619
O -0.9901 -7.9461 0.2962 -1.513 -0.757 0.478
C -2.3091 -7.9906 0.5329 -1.613 -2.973 -0.497
O -3.0451 -9.0006 0.6218 2.728 3.236 -0.405
O 0.0734 -6.1434 -0.8707 -0.890 -0.286 -1.780
C 1.3002 -5.7720 -0.7942 1.767 2.977 -1.681
O 1.9674 -5.1406 -1.6690 -2.031 -2.676 2.958
C 1.6559 -5.9573 0.7059 0.451 0.033 0.106
O 0.5533 -6.4096 1.3525 1.668 0.466 0.054
O 2.7264 -5.6767 1.1674 -0.538 -0.306 0.394
O -3.8042 -13.9475 5.4754 -0.059 -0.358 -0.029
H -3.5040 -13.3907 6.1939 0.217 0.233 0.162
H -4.5889 -13.5104 5.1447 -0.120 0.159 -0.133
O 3.4939 -19.0719 9.2138 -0.122 -0.234 -0.050
H 3.8696 -18.3003 8.7899 0.003 0.277 -0.144
H 4.0957 -19.2682 9.9318 0.104 -0.038 0.192
O -0.9616 -2.4714 4.8769 -0.059 0.236 0.326
H -0.9382 -3.4269 4.8243 -0.044 -0.338 -0.078
H -0.4750 -2.1767 4.1071 0.113 0.035 -0.201
O -7.5396 -9.2818 8.8345 -0.286 0.085 0.115
H -7.1305 -9.9793 9.3468 0.143 -0.138 0.127
H -7.1291 -9.3450 7.9721 0.162 0.058 -0.244
O 0.9162 -11.2574 2.6137 -0.049 -0.296 -0.019
H 0.6338 -10.3980 2.9266 -0.168 0.260 0.048
H 1.8263 -11.1284 2.3467 0.208 0.043 -0.046
O 4.0260 -7.7803 10.5400 0.176 -0.044 0.271
H 3.5604 -8.2492 9.8475 -0.216 -0.166 -0.185
H 4.2359 -6.9297 10.1547 0.008 0.210 -0.099
O -0.1717 -2.7596 8.8965 0.121 0.192 0.227
H -0.3641 -2.7519 7.9589 -0.031 0.047 -0.372
H -0.6584 -3.5110 9.2353 -0.082 -0.217 0.084
O 1.7860 -16.2754 15.2625 -0.060 -0.277 0.089
H 1.4488 -15.4574 15.6276 -0.136 0.268 0.106
H 2.6180 -16.0321 14.8565 0.179 0.053 -0.168
O -2.0685 -7.9333 12.8973 -0.187 0.206 -0.031
H -2.1932 -8.8771 12.9972 0.004 -0.274 -0.108
H -1.4592 -7.6965 13.5965 0.197 0.076 0.116
O -4.9264 -5.2998 6.8196 -0.265 0.233 0.058
H -4.7927 -6.1088 6.3256 0.096 -0.240 -0.185
H -4.1782 -5.2558 7.4150 0.196 -0.028 0.109
O 0.6852 -12.3444 16.0065 0.145 -0.111 0.317
H -0.2694 -12.3507 15.9360 -0.234 0.012 -0.042
H 0.9930 -12.4698 15.1088 0.103 0.058 -0.366
O 5.9734 -12.0219 5.2567 0.044 -0.127 -0.212
H 5.5663 -11.7689 6.0853 -0.265 0.025 0.219
H 6.8819 -11.7312 5.3371 0.202 0.081 -0.013
```
Forces are in eV/Å.

***

Entry 3:
ORCA calculation (ωB97M-V/def2-TZVPD) on C8H24B2O28 as an isolated structure.

energy	-67378.1304	eV
F_max	14.1	eV/Å
orbital gap	9.032	eV
HOMO	-5.8885	eV
net charge	-2

```
62
Properties=species:S:1:pos:R:3:forces:R:3
O -1.6124 3.8823 3.3743 1.517 2.398 1.340
C -2.3127 3.1896 2.7440 1.627 -0.447 0.529
O -1.9606 2.0220 2.3255 0.282 -2.689 -1.660
B -3.0948 1.4537 1.5833 0.619 1.136 -0.087
O -4.2212 2.3516 1.8491 0.391 -1.064 -1.632
C -3.7101 3.3288 2.4905 -7.009 4.620 3.747
O -4.4742 4.1315 3.1116 2.892 -1.565 -2.101
O -3.5112 0.1565 1.9543 2.026 3.441 7.277
C -3.7152 -0.5119 0.9803 -5.806 -7.923 -2.927
O -4.3409 -1.5910 1.0507 1.777 1.805 -1.168
C -3.2964 0.2431 -0.1825 1.904 -6.004 -5.713
O -2.7906 1.3030 0.1330 1.134 6.017 2.382
O -3.0074 -0.3149 -1.2430 -1.522 0.594 0.105
O 0.4080 2.0480 -2.1781 0.737 -3.559 3.527
C 0.6582 1.0756 -1.3531 -4.247 9.003 -4.321
O -0.0095 0.9265 -0.2825 -0.966 0.944 1.582
B 0.5318 -0.1603 0.4983 1.036 0.626 -1.905
O 1.5460 -0.6217 -0.5142 1.200 -3.078 3.647
C 1.6561 0.1337 -1.5207 3.035 -2.810 -3.182
O 2.3513 -0.0565 -2.5075 -0.458 0.615 1.158
O -0.4889 -1.1227 0.7722 -0.365 0.320 -3.944
C -0.4078 -1.4320 1.9650 -2.412 -3.643 6.423
O -1.0152 -2.3074 2.5950 0.798 1.400 -1.913
C 0.5515 -0.5416 2.6563 0.253 -3.522 9.795
O 1.1143 0.1697 1.8654 2.383 4.115 -6.071
O 0.8763 -0.6257 3.8989 -1.719 0.308 -4.176
O 2.3809 -2.8827 -2.7904 -0.320 -4.119 -0.343
H 2.0957 -3.0496 -1.8819 -0.385 -0.994 0.424
H 2.4357 -1.9959 -2.7328 0.937 5.150 -0.236
O 3.1736 0.1182 5.2375 5.218 -1.260 1.886
H 2.3730 0.1218 4.8165 -3.564 -0.692 -1.905
H 3.6411 -0.7695 5.1200 -1.586 1.831 0.147
O -1.4715 4.5035 -1.6390 -0.780 2.339 -2.032
H -1.8251 4.8106 -0.8328 -0.496 0.256 1.431
H -1.0409 3.7072 -1.5064 1.321 -2.708 0.575
O 1.0919 2.0503 -4.7051 -3.854 1.793 -2.059
H 0.8185 2.0297 -3.7650 0.350 -0.490 -0.176
H 0.2066 2.5074 -5.1429 3.504 -1.827 1.514
O 1.2476 -3.8102 -0.4884 -4.711 2.709 3.565
H 0.1592 -3.4773 -0.4138 3.553 -1.798 -1.323
H 1.3126 -3.4652 0.4796 0.937 -1.169 -2.151
O -1.4793 -2.4261 -1.8341 1.412 -1.218 -0.712
H -0.8662 -2.4150 -2.6355 -1.195 0.339 1.023
H -1.8621 -1.5713 -1.6497 -0.284 0.547 -0.296
O 3.9651 0.1327 2.3234 -1.260 0.629 -3.949
H 3.0930 0.5213 2.0111 1.696 -0.803 0.485
H 3.8726 0.1803 3.2278 -0.195 0.262 3.499
O -0.0250 -2.3197 -4.1376 0.251 0.082 -0.155
H 0.9170 -2.2708 -3.8719 -0.296 -0.326 -0.135
H -0.2199 -1.5624 -4.6992 0.161 0.047 0.122
O 1.4635 4.6623 -3.6732 0.331 0.838 1.654
H 1.5748 4.8784 -2.7186 0.053 0.288 -1.013
H 0.9625 3.8609 -3.5515 -0.186 -0.635 -0.574
O -0.9137 -2.5996 5.3545 -0.683 -2.822 4.330
H -0.6040 -1.7748 5.1975 1.942 4.332 -0.187
H -1.1253 -2.8046 4.5050 -1.173 -1.591 -3.872
O -1.7473 -4.1142 0.4312 0.409 -0.198 1.064
H -2.0008 -3.5910 -0.3222 -0.251 0.520 -0.894
H -1.8340 -3.5109 1.1926 -0.044 -0.333 -0.286
O 4.7882 -0.4969 -3.8893 3.553 -3.705 -12.367
H 5.2805 0.2322 -3.9172 2.969 4.523 -0.293
H 4.4368 -0.5392 -3.1646 -6.439 -0.836 12.527
```
Forces are in eV/Å.

***

Entry 4:
ORCA calculation (ωB97M-V/def2-TZVPD) on C8H24BaF3O8 as an isolated structure.

energy	-33910.3115	eV
F_max	4.7	eV/Å
orbital gap	4.871	eV
HOMO	-3.4054	eV
net charge	-1

```
44
Properties=species:S:1:pos:R:3:forces:R:3
Ba -0.0655 1.6482 0.7277 2.387 -2.531 1.287
O 2.5473 1.8071 0.9259 -0.927 1.084 -0.590
H 2.3241 2.5852 1.4730 0.699 -0.355 -0.042
O 0.7309 0.6688 3.1589 -1.554 0.297 -0.145
H 0.2052 -0.1005 3.4528 0.617 0.429 -0.207
C 0.7200 -2.1977 -0.5270 1.823 3.028 3.124
O 2.0472 -2.6075 -0.9399 -1.435 -0.289 -0.484
O 0.9412 -1.0238 0.2633 -2.207 -1.979 -3.182
C -0.2962 -2.2070 -1.7352 1.689 0.531 -0.640
F -0.5715 -3.4873 -2.1409 0.345 0.334 -0.113
F -1.4657 -1.6752 -1.4631 -1.063 0.447 0.727
F 0.1367 -1.5031 -2.8549 -0.041 -0.912 0.843
C 2.2613 -3.9855 -1.0364 1.126 0.091 -0.579
C 3.7551 -4.0885 -1.2362 0.152 -1.102 -0.474
H 4.0646 -3.4937 -2.0955 0.088 0.296 0.280
H 4.3237 -3.8741 -0.3313 -0.082 0.353 -0.149
H 3.9679 -5.1203 -1.5159 0.251 -0.291 0.049
H 1.7575 -4.4619 -1.8773 -0.221 0.158 -0.401
H 2.0016 -4.6229 -0.1912 -0.418 0.481 0.723
H 0.3953 -2.9790 0.1602 -0.676 -0.575 -0.080
C -2.6309 -0.2790 2.9822 0.374 -0.619 -1.131
O -2.3317 0.1960 1.6605 0.232 0.784 0.054
H -3.2639 0.4164 3.5333 -0.181 -0.163 0.033
H -3.0556 -1.2657 2.7971 -0.421 -0.047 0.797
H -1.6713 -0.4096 3.4824 -0.131 0.245 -0.033
H -3.0912 0.1355 1.0764 -0.118 -0.310 0.332
C 2.1259 1.1821 -2.5978 -0.507 0.015 0.159
O 1.6302 1.9989 -1.5460 -1.026 0.076 -1.878
H 2.4029 0.1763 -2.2820 -0.034 0.018 0.334
H 1.3045 1.0732 -3.3060 0.075 -0.043 -0.258
H 2.9779 1.6389 -3.1016 0.119 0.169 -0.047
H 2.1363 1.8706 -0.7404 1.445 -0.061 1.965
C -2.1498 3.4852 3.2129 -0.373 0.417 0.964
O -1.8896 3.4188 1.8219 -0.839 0.248 -0.209
H -3.1701 3.7743 3.4649 -0.452 0.012 -0.532
H -2.0414 2.5124 3.6927 0.828 0.178 -0.129
H -1.5647 4.3083 3.6231 0.490 -0.522 0.437
H -2.5651 3.9790 1.4326 0.198 -0.022 -0.425
C -1.9854 2.3099 -2.1637 -0.312 -0.630 -0.176
O -2.1282 1.3543 -1.1076 0.157 0.035 -0.138
H -2.4038 1.9453 -3.1018 -0.315 -0.135 0.016
H -2.4742 3.2497 -1.9066 0.314 0.217 -0.028
H -0.9174 2.3837 -2.3687 0.045 0.377 0.386
H -3.0242 1.2646 -0.7748 -0.123 0.266 -0.442
```
Forces are in eV/Å.